[1]
Here is C3H6N2O2S in the gas phase from OMol25. Energies are from wB97M-V/def2-TZVPD.

Computed properties:
- frontier orbital gap (eV) = 9.803
- lowest unoccupied orbital energy (eV) = 0.74
- energy relative to the best compared isomer or geometry (same formula, charge and spin) (kJ/mol) = 640.2
- total charge = 0
- structure (SMILES) = C1SCN2ONO[C@@H]12

```
14
Properties=species:S:1:pos:R:3:forces:R:3:nbo_charge:R:1
C 1.04492 -1.13158 -0.05856 -0.2945 -1.4011 0.8130 -0.585
C 0.83231 1.30986 0.19759 -2.4710 2.7088 -0.6931 -0.433
C -0.34857 -0.82336 0.49573 0.1716 1.6778 -1.4092 0.184
N -2.02585 0.03194 -0.85718 0.6152 1.4505 -0.4444 -0.041
N -0.40468 0.65433 0.72930 -0.3466 -1.7217 -1.1474 -0.162
O -1.33292 -1.15180 -0.53351 0.3283 0.8056 0.4947 -0.399
O -1.67925 0.94990 0.19993 -0.5066 0.2858 0.0035 -0.263
S 1.77680 0.24908 -0.90659 -0.7279 0.8218 -0.1370 0.235
H 1.66300 -1.28826 0.81031 0.4446 -0.7441 0.2003 0.219
H 0.99626 -1.99410 -0.74604 0.1731 0.2525 0.6470 0.259
H 0.53822 2.35608 -0.23400 0.5001 -2.0256 0.3452 0.244
H 1.20452 1.56661 1.15947 1.7472 0.0204 0.4747 0.220
H -0.69163 -1.23721 1.42808 0.3146 -0.9402 0.1191 0.209
H -1.57312 0.50852 -1.68453 0.0519 -1.1905 0.7335 0.312
```
Forces are in eV/Å.

[2]
Here is 8 unconnected molecules or ions with the total composition C45H112N8O from OMol25. Energies are from wB97M-V/def2-TZVPD.

Computed properties:
- frontier orbital gap (eV) = 8.286
- lowest unoccupied orbital energy (eV) = 0.38
- energy relative to the best compared isomer or geometry (same formula, charge and spin) (kJ/mol) = 322.7
- total charge = 0
- structure (SMILES) = CCN(CC)CC.CCN(CC)CC.CCN(CC)CC.CCN(CC)CC.CCN(CC)CC.CCN(CC)CC.CCN(CC)CC.CNC(C)=O

```
166
Properties=species:S:1:pos:R:3:forces:R:3:lowdin_charge:R:1
C 7.25777 16.19192 -3.07731 -0.0523 0.8472 -0.7372 -0.090
C 8.61188 16.06958 -2.36803 0.2522 0.0261 -0.0568 -0.253
N 8.75277 16.81867 -1.12487 0.0487 -0.6033 -0.8849 -0.212
C 8.84913 18.27613 -1.26056 -0.6823 -0.4866 0.8751 -0.233
C 9.57060 18.82387 -0.02804 0.5628 0.0260 0.7021 -0.089
C 7.84316 16.35811 -0.06236 2.1290 0.3486 0.6033 -0.226
C 8.67069 15.78990 1.13434 -1.1413 0.5226 -0.3107 -0.063
H 7.15692 17.03189 -3.77871 0.5672 0.3090 0.3385 0.065
H 6.47741 16.40137 -2.34486 -0.2290 -0.6611 -0.0694 0.065
H 7.04983 15.37461 -3.77074 -0.1960 -0.4511 0.6262 0.068
H 8.81563 15.02113 -2.13290 -0.2107 -0.0703 0.0848 0.102
H 9.44496 16.34376 -3.02033 -0.1217 0.1558 -0.1106 0.110
H 9.30754 18.59166 -2.19614 0.4067 -0.4193 0.0187 0.114
H 7.82225 18.66807 -1.32405 0.0170 0.4100 0.1400 0.108
H 10.38219 18.17965 0.31971 0.1774 -0.2544 -0.7192 0.069
H 10.04313 19.79999 -0.14052 -0.4014 0.1515 -0.1992 0.059
H 8.97390 18.83064 0.88888 -0.5060 0.3857 -0.3022 0.054
H 7.22667 15.51099 -0.35617 -0.4733 0.4196 -0.4473 0.101
H 7.29610 17.24674 0.26009 -0.5945 -0.3551 0.1693 0.105
H 9.51263 16.41928 1.39825 0.0630 0.0555 -0.0394 0.054
H 9.01161 14.78552 0.89039 0.0925 -0.0316 0.1437 0.050
H 7.96214 15.77285 1.96930 0.2884 -0.3646 0.2419 0.052
C 5.64745 11.86318 1.32653 -1.0561 0.2755 -0.9415 -0.090
C 7.12362 12.09070 1.09061 -0.3497 -0.3572 0.9120 -0.279
N 7.87853 10.83288 0.98700 0.1018 0.9702 0.3859 -0.180
C 9.30551 11.14855 1.15494 0.1384 0.1559 0.8306 -0.264
C 10.08354 11.82603 0.02770 0.1063 -0.4564 0.0514 -0.085
C 7.56481 10.14017 -0.25301 0.6470 -0.8109 0.5302 -0.258
C 8.39212 8.83715 -0.35200 0.2349 1.6550 -1.0131 -0.077
H 5.20633 11.13069 0.64701 0.0821 -0.2116 0.2666 0.061
H 5.06587 12.76534 1.10516 0.2292 0.1573 0.1050 0.072
H 5.42990 11.62163 2.36539 0.1169 -0.3578 -0.0728 0.072
H 7.34470 12.77215 0.25867 -0.2113 0.0041 -0.1459 0.103
H 7.36617 12.60351 2.02724 0.8852 0.0414 -0.2749 0.099
H 9.35775 11.84812 1.99461 -0.2113 0.0110 0.0377 0.100
H 9.85517 10.29634 1.56193 -0.0794 -0.3020 -0.4648 0.110
H 11.04807 12.11480 0.44876 -0.0323 0.2271 -0.0638 0.078
H 10.32204 11.15320 -0.79822 -0.2497 0.0982 -0.1264 0.063
H 9.56544 12.71372 -0.33393 0.1133 0.0113 -0.1388 0.051
H 7.74355 10.83589 -1.08623 -0.1345 -0.3685 -0.3617 0.118
H 6.53212 9.79204 -0.24082 -0.1511 0.5276 -0.0551 0.101
H 8.11410 8.36360 -1.29403 -0.2368 -0.5894 0.3719 0.073
H 8.27079 8.26479 0.56031 -0.0532 -0.3540 -0.1781 0.080
H 9.43658 9.11278 -0.51457 0.1112 -0.2557 0.3742 0.052
C -1.46899 11.71281 6.76027 0.3878 0.9314 0.2514 -0.095
C -1.53361 12.31198 8.18470 0.3040 -0.6013 -1.2142 -0.259
N -0.24006 12.76987 8.63190 0.3288 0.4050 0.4729 -0.217
C 0.47594 13.80995 7.88576 0.1813 -1.3880 -0.1823 -0.229
C 1.98301 13.60051 8.14464 -0.7965 1.1999 0.4216 -0.064
C -0.13438 12.85568 10.08962 0.0262 0.4227 0.1848 -0.262
C 0.51820 11.61290 10.70838 -0.4585 0.3526 0.2756 -0.077
H -0.48787 11.25677 6.62204 -0.1676 -0.3259 -0.0370 0.075
H -1.53928 12.53357 6.04266 -0.0958 -0.2155 -0.2100 0.059
H -2.28406 11.01425 6.59020 0.0437 -0.0660 -0.0728 0.065
H -2.30659 13.09178 8.13843 -0.1691 -0.0207 0.5962 0.113
H -1.80489 11.46457 8.81550 -0.3002 0.4068 0.3995 0.110
H 0.28729 13.63761 6.82413 -0.1031 0.0159 0.0114 0.098
H 0.15445 14.83632 8.09812 -0.0085 0.0975 0.2247 0.112
H 2.56908 14.15021 7.40755 0.1918 -0.3047 -0.0038 0.053
H 2.19462 14.05218 9.11537 0.3448 -0.1299 0.0013 0.042
H 2.21016 12.54342 8.21862 0.1473 -0.0579 -0.3908 0.075
H -1.12192 13.08504 10.50629 -0.2033 -0.5742 0.1266 0.110
H 0.39703 13.74654 10.44003 0.4341 0.0075 -0.5285 0.102
H -0.15096 10.76093 10.58865 0.2257 -0.1997 -0.1176 0.064
H 0.69305 11.74093 11.77938 -0.1729 0.0868 0.0436 0.068
H 1.49478 11.41666 10.27139 -0.1065 -0.0731 -0.2609 0.062
C 8.43139 22.48407 1.11069 0.0594 -0.4503 -2.0619 -0.100
C 8.33498 22.47144 2.60394 0.0050 0.9119 0.2242 -0.272
N 8.24125 21.10431 3.07272 -0.4653 -0.5691 -0.2878 -0.183
C 8.64085 20.81269 4.43899 -0.7264 0.2517 0.4755 -0.257
C 9.03445 19.34570 4.60610 0.7101 0.5343 0.6070 -0.082
C 6.95869 20.47223 2.71060 -0.5382 0.6962 0.8508 -0.226
C 5.76182 21.11658 3.45380 -0.5398 -0.5051 -0.0256 -0.075
H 7.46183 22.22311 0.67225 -0.0209 -0.2027 0.1827 0.067
H 9.12688 21.74325 0.70617 0.0626 -0.0304 0.3206 0.058
H 8.64542 23.39616 0.54652 0.2512 0.4355 0.8422 0.076
H 9.15368 22.97083 3.12820 0.2887 -0.2444 -0.2894 0.116
H 7.48242 23.15163 2.78340 -0.2003 -0.4333 0.6725 0.104
H 7.83862 21.02536 5.16527 -0.2343 -0.0710 -0.0755 0.101
H 9.39757 21.52013 4.78343 0.4679 -0.2515 -0.5028 0.113
H 9.63530 19.22926 5.51342 -0.0841 0.0684 0.0534 0.072
H 9.68822 19.04627 3.78758 -0.3211 -0.2557 -0.1761 0.073
H 8.16636 18.70684 4.75496 0.0000 -0.1452 -0.4165 0.050
H 6.79190 20.50044 1.63722 0.1956 0.1732 -0.0757 0.094
H 6.91830 19.41734 2.98194 0.5276 -0.0763 -0.0241 0.098
H 5.75783 22.20348 3.50234 0.2004 0.0290 -0.1796 0.063
H 4.81474 20.81532 2.99514 0.0846 0.0398 -0.1576 0.074
H 5.67811 20.75016 4.47923 0.2373 0.0656 0.0324 0.038
C 7.71676 9.84564 5.69789 0.4162 -0.4549 -0.1945 -0.083
C 7.66233 10.74966 6.92338 -0.5019 0.2645 -0.6889 -0.274
N 8.22679 10.08635 8.09096 -0.5389 0.1478 -0.2751 -0.182
C 7.31815 9.02979 8.55622 0.4235 -0.3945 0.9260 -0.257
C 8.14202 7.83750 9.04247 0.1669 -0.0087 0.4198 -0.087
C 8.50387 11.01013 9.17879 0.2886 0.4895 0.6082 -0.268
C 9.62539 12.00478 8.84982 -0.1811 -0.7158 0.9449 -0.077
H 8.71329 9.40277 5.61830 0.0980 0.2261 -0.0047 0.078
H 7.51803 10.36773 4.76043 -0.1197 0.1181 0.1020 0.061
H 7.05680 8.97769 5.73927 -0.2568 0.2008 0.1361 0.062
H 8.16489 11.68409 6.66170 0.6240 -0.2660 0.2735 0.081
H 6.63300 11.12266 7.06955 -0.1667 -0.3514 0.3090 0.122
H 6.74544 9.42225 9.40887 -0.1743 -0.0596 -0.0632 0.112
H 6.57572 8.71210 7.82738 0.2256 0.1799 -0.3325 0.104
H 7.55406 7.00237 9.43045 -0.2213 0.0743 -0.2435 0.068
H 8.82522 7.47749 8.27424 -0.1426 -0.0148 -0.1321 0.070
H 8.76443 8.14601 9.88667 0.0713 0.0933 -0.0802 0.062
H 8.78706 10.49362 10.10163 0.2124 -0.5408 -0.3775 0.110
H 7.58973 11.52340 9.52608 -0.0515 0.3304 -0.4473 0.115
H 9.28356 12.67712 8.07132 0.5225 0.3011 -0.0087 0.048
H 10.55049 11.46804 8.63285 -0.2058 -0.0765 -0.7476 0.076
H 9.92129 12.51707 9.76916 -0.5090 0.5176 -0.1458 0.070
C 6.78875 14.59458 11.00474 0.7117 -1.0802 0.9239 -0.109
C 6.44717 15.99017 11.52381 -0.9648 -1.5533 -1.5910 -0.251
N 5.35031 15.92179 12.49074 0.5434 1.6792 0.7421 -0.185
C 5.33721 17.19717 13.25202 0.1563 -0.7219 0.8605 -0.256
C 6.09926 16.97458 14.56968 -0.0754 0.0591 -0.2391 -0.094
C 4.05892 15.53628 11.95114 0.2196 -0.7043 -0.2783 -0.254
C 3.47018 16.33565 10.78948 0.5721 0.1168 0.0417 -0.073
H 5.96330 14.03576 10.56995 -0.0465 0.5105 -0.5490 0.049
H 7.09502 13.90701 11.80744 0.0157 0.4484 0.3666 0.074
H 7.65977 14.58618 10.34763 -0.3360 0.2307 -0.4082 0.064
H 7.36684 16.46214 11.85839 -0.2678 0.1636 0.6213 0.114
H 6.09720 16.52080 10.62404 0.3069 0.4620 0.1082 0.096
H 5.82908 17.97161 12.65897 -0.2038 0.3015 0.0687 0.102
H 4.34505 17.54153 13.55553 -0.2303 -0.2177 -0.5967 0.108
H 7.15789 16.88716 14.32300 0.0918 -0.0403 0.4363 0.063
H 5.91571 17.74958 15.31761 0.2867 0.3123 -0.2718 0.064
H 5.75376 16.05709 15.04533 0.0817 -0.1658 -0.2336 0.069
H 3.35233 15.52785 12.78387 0.0222 -0.0040 0.0149 0.115
H 4.18622 14.49502 11.64147 -0.2788 -0.0099 -0.0446 0.101
H 2.62106 15.79426 10.37490 -0.2789 0.2769 0.1780 0.050
H 4.17740 16.43436 9.96169 0.0244 -0.0509 0.0637 0.052
H 3.21806 17.34092 11.13227 -0.3182 -0.0063 -0.2090 0.072
C 1.36298 19.41870 7.25207 0.3907 0.6671 -0.6377 -0.080
C 2.22086 20.68333 7.43007 0.3367 -0.8142 1.3473 -0.236
N 3.15481 20.51829 8.57148 -0.1516 0.0417 -0.6400 -0.192
C 4.13998 19.46682 8.33918 0.4157 -0.0785 -0.4148 -0.248
C 5.13044 19.68377 7.15682 0.7989 -0.4214 1.0871 -0.091
C 3.78343 21.80306 8.88532 -0.7041 0.3230 0.3362 -0.277
C 4.50612 21.76465 10.23119 1.0536 -1.0612 -0.7439 -0.081
H 0.56937 19.56610 6.51765 -0.0367 0.2171 0.0530 0.068
H 0.91063 19.11184 8.19117 0.1764 -0.1767 0.0574 0.078
H 2.00988 18.66048 6.80913 -0.1927 -0.3717 0.3306 0.055
H 2.82397 20.85792 6.53154 -0.4284 0.4665 -0.2757 0.109
H 1.63457 21.53213 7.77791 -0.2709 0.1475 -0.8012 0.108
H 4.67215 19.34522 9.28082 0.2251 -0.1152 -0.1084 0.095
H 3.66579 18.50694 8.13443 -0.3704 0.1005 0.3564 0.088
H 6.08198 19.19522 7.40348 -0.0788 -0.0903 0.1877 0.070
H 4.84782 19.17681 6.23566 -0.4111 0.6016 -0.2200 0.056
H 5.42620 20.72839 7.07327 -0.3174 0.0410 -0.5703 0.056
H 3.01407 22.58302 8.88524 -0.3419 -0.3232 0.3985 0.107
H 4.40236 22.19686 8.06462 0.5536 -0.3354 0.1455 0.104
H 4.01083 21.17689 11.00456 -0.7491 0.6513 0.0193 0.077
H 4.85784 22.74183 10.54870 -0.1885 0.0150 0.2018 0.071
H 5.38610 21.12008 10.10298 0.3349 0.4660 -0.0927 0.059
C 4.99392 15.98501 6.35796 0.0743 0.1127 -1.0463 0.014
C 5.92511 14.91196 6.83150 -0.0403 -0.1312 1.4786 -0.534
O 5.91658 14.55503 8.00899 -0.3127 -0.0928 -0.6894 0.024
N 6.84883 14.41897 5.98194 0.3572 -0.3267 -0.4051 0.022
C 7.32862 14.97184 4.73274 -0.1779 -0.7130 -0.3972 -0.088
H 5.30964 16.87286 6.90428 -0.3419 0.2059 -0.1578 0.072
H 3.93525 15.77673 6.49832 0.1451 -0.1969 0.6840 0.073
H 5.05649 16.12958 5.27562 0.3356 0.3134 0.0959 0.074
H 7.42861 13.69680 6.37659 -0.0627 0.0807 0.3027 0.105
H 8.20984 14.39019 4.45918 0.2019 0.2985 0.1151 0.086
H 7.58563 16.02744 4.80660 -0.0426 0.0071 -0.1346 0.078
H 6.64350 14.75974 3.90562 -0.1824 0.4534 0.0797 0.075
```
Forces are in eV/Å.

[3]
Here is a molecular structure, C7H16NO from OMol25. Energies are from wB97M-V/def2-TZVPD.

Computed properties:
- frontier orbital gap (eV) = 10.617
- lowest unoccupied orbital energy (eV) = -2.58
- energy relative to the best compared isomer or geometry (same formula, charge and spin) (kJ/mol) = 358.7
- total charge = +1

```
25
Properties=species:S:1:pos:R:3:forces:R:3:nbo_charge:R:1
C -0.99198 -3.03180 -1.68873 0.7343 -0.2129 -0.5678 -0.330
C -0.74387 -2.55793 -0.47309 -1.4965 1.9364 -1.3899 -0.282
C 1.52812 2.00721 -0.40282 -0.0597 0.8192 -3.9031 -0.421
C -0.70723 1.73658 0.52387 -0.5534 -1.5549 1.4010 -0.422
C 1.35207 0.79967 1.51758 -2.5977 -5.2120 1.1713 -0.424
C 0.33650 -0.05941 -0.60571 -3.1373 -2.7690 1.0882 -0.249
C -1.13587 -1.13827 -0.06591 1.4915 1.8339 -2.4826 0.121
N 0.60214 1.08392 0.31408 0.5582 0.7753 -2.8325 -0.233
O -1.46933 -1.03763 1.30137 -1.0614 -0.7846 -0.5268 -0.743
H -0.71593 -4.06613 -2.00459 -0.2894 1.0648 0.3482 0.231
H -1.32371 -2.32541 -2.46254 -0.3221 -0.6048 0.2532 0.198
H -0.28327 -3.12006 0.26455 0.7157 -1.1067 1.4788 0.219
H 1.32184 2.93410 0.03020 0.1344 1.7283 0.6966 0.220
H 2.61584 1.79820 -0.32270 -0.9857 -0.4314 0.1157 0.253
H 1.25953 2.16256 -1.56931 0.4703 -0.7286 2.7724 0.243
H -0.49872 2.51106 1.15904 0.3296 2.0924 1.9075 0.216
H -1.12243 2.19844 -0.31947 -0.3367 0.0521 -1.7037 0.233
H -1.41295 1.04903 1.04158 0.6851 0.4365 -0.6093 0.274
H 0.67275 0.07758 2.08517 0.9028 1.1190 -0.1698 0.248
H 2.10474 0.14716 1.15689 1.2648 -0.3819 0.0526 0.225
H 1.72985 1.52641 2.15771 0.2117 1.9563 0.4197 0.253
H 1.09870 -0.84217 -0.70907 0.3083 0.9394 0.0687 0.247
H -0.05362 0.35936 -1.56963 0.6992 -0.4721 0.9721 0.233
H -1.88058 -0.59544 -0.79541 0.8692 -1.5140 1.5686 0.183
H -2.28260 -1.61703 1.43692 1.4647 1.0193 -0.1290 0.509
```
Forces are in eV/Å.